{
  "formula": "C4H7N3O3",
  "method": "the ωB97M-V functional and the def2-TZVPD basis",
  "species": ["C", "C", "O", "C", "C", "N", "N", "O", "N", "O", "H", "H", "H", "H", "H", "H", "H"],
  "coordinates": [[1.253238, 1.421199, 0.865202], [0.960424, 0.241269, -0.050010], [1.641935, 0.360732, -1.313107], [-0.506462, -0.057244, -0.158997], [-1.245268, -1.334692, -0.015492], [-0.609217, -2.371752, 0.584438], [-2.467445, -1.089288, -0.421187], [-2.597880, 0.075608, -1.030908], [-1.303631, 0.790796, -0.815335], [-1.231262, 1.910302, -1.304223], [0.526274, 2.207371, 0.610012], [2.253965, 1.726538, 0.764605], [1.109334, 1.001184, 1.968965], [1.511863, -0.760621, 0.198748], [1.301026, 1.164394, -1.808657], [0.299685, -2.107381, 0.741846], [-0.896586, -3.178419, 1.184095]],
  "forces_ev_per_angstrom": [[-1.9, -2.0, 2.2], [1.9, -2.0, -0.4], [-1.3, 1.8, -1.0], [-0.7, 0.1, -1.8], [-0.8, 3.5, -0.2], [-1.9, -2.1, 0.4], [0.0, -3.3, 0.5], [1.9, 1.3, 0.8], [-0.7, -1.1, 0.0], [0.6, -0.5, 0.4], [0.4, 0.0, 0.5], [1.2, 0.5, -0.2], [0.1, 1.3, -2.1], [-1.2, 1.8, 0.7], [0.5, -1.3, 0.9], [2.4, 0.2, 0.6], [-0.5, 1.6, -1.3]],
  "relative_energy_ev": 5.9699,
  "lumo_ev": [0.49, 0.49],
  "homo_ev": [-9.08, -9.08],
  "orbital_gap_ev": [9.57, 9.57],
  "smiles": "C[C@H](O)c1c(N)no[n+]1[O-]"
}